{
  "formula": "C4H8FN",
  "method": "wB97M-V/def2-TZVPD",
  "symbols": ["C", "N", "C", "C", "F", "C", "H", "H", "H", "H", "H", "H", "H", "H"],
  "positions_angstrom": [[0.5079, -0.0814, -1.6806], [-0.2630, 0.3211, -0.5389], [0.4725, 0.8873, 0.6244], [-0.5446, 0.1832, 1.4444], [-0.0787, -0.3212, 2.5938], [-0.7787, -0.7835, 0.2961], [1.0636, 0.7849, -2.1710], [-0.1828, -0.5107, -2.4135], [1.1903, -0.8881, -1.4765], [1.4783, 0.4501, 0.7587], [0.4311, 1.9578, 0.5850], [-1.3883, 0.8143, 1.6161], [-0.1219, -1.6764, 0.3169], [-1.7856, -1.1374, 0.0449]],
  "homo_lumo_gap_ev": 10.2223,
  "spin_multiplicity": 1,
  "homo_ha": -0.334,
  "total_charge": 0,
  "smiles": "CN1CC(F)C1",
  "energy_ha": -311.7760,
  "max_force_ev_per_a": 1.82
}



{
  "formula": "C4H8FN4",
  "method": "wB97M-V/def2-TZVPD",
  "symbols": ["C", "C", "C", "C", "N", "N", "N", "N", "F", "H", "H", "H", "H", "H", "H", "H", "H"],
  "positions_angstrom": [[0.3068, 1.5472, 1.5240], [1.5604, 0.9363, 1.4332], [-0.9089, 0.9525, 1.4645], [-0.7933, -0.4374, -1.8299], [-2.1069, 0.8448, 1.5408], [-0.6297, -0.4211, -0.5473], [-0.7635, -1.4260, -2.7261], [2.0071, -0.2502, 1.1517], [-0.0503, -1.6720, -0.0332], [0.2685, 2.6276, 1.6089], [2.4281, 1.6281, 1.5804], [-1.3154, 0.4735, -2.2082], [-2.9423, 0.3046, 1.6900], [-0.2494, -2.2935, -2.5475], [-1.0787, -1.4379, -3.7066], [2.9499, -0.4806, 0.7762], [1.3177, -0.8960, 0.8293]],
  "homo_lumo_gap_ev": 9.4723,
  "spin_multiplicity": 1,
  "homo_ha": -0.484,
  "total_charge": 1,
  "energy_ha": -475.7396,
  "max_force_ev_per_a": 5.41
}



{
  "formula": "C4H8FNO",
  "method": "wB97M-V/def2-TZVPD",
  "symbols": ["C", "C", "N", "C", "F", "H", "H", "H", "H", "H", "H", "C", "O", "H", "H"],
  "positions_angstrom": [[-1.9448, 0.5145, 0.5062], [-0.9482, 0.4461, -0.6384], [0.2361, 1.1978, -0.5147], [1.0239, 1.3525, 0.4257], [2.1542, 2.0399, 0.2300], [-2.9079, 0.0919, 0.1437], [-2.0924, 1.5511, 0.7367], [-1.6877, -0.0189, 1.3530], [-0.8098, -0.6379, -0.6542], [-1.2779, 0.6623, -1.6349], [0.9935, 1.0292, 1.5186], [2.9270, -1.4512, -0.5187], [2.0251, -0.8661, 0.0746], [2.9750, -1.9813, -1.4752], [4.0190, -1.3246, -0.1587]],
  "homo_lumo_gap_ev": 9.8898,
  "spin_multiplicity": 1,
  "homo_ha": -0.348,
  "total_charge": 0,
  "smiles": "CC/N=C/F.C=O",
  "energy_ha": -386.9862,
  "max_force_ev_per_a": 3.38
}



{
  "formula": "C4H8FNO4S",
  "method": "wB97M-V/def2-TZVPD",
  "symbols": ["C", "C", "O", "O", "C", "C", "N", "S", "O", "O", "F", "H", "H", "H", "H", "H", "H", "H", "H"],
  "positions_angstrom": [[-2.4225, 0.3196, -0.3406], [-1.2555, 0.2111, -1.2844], [-0.8395, 1.1435, -1.9271], [-0.6990, -1.0429, -1.3460], [0.6958, -1.0830, -1.0810], [1.0294, -1.1558, 0.3915], [0.4367, -0.0662, 1.2020], [1.2493, 1.3786, 1.1868], [0.3337, 2.3880, 1.5752], [2.4806, 1.2821, 1.8897], [1.5626, 1.5741, -0.3046], [-3.3260, -0.0326, -0.8287], [-2.2405, -0.3736, 0.4712], [-2.5176, 1.3267, 0.0324], [1.0628, -2.0022, -1.5256], [1.2205, -0.2838, -1.5919], [0.6739, -2.0993, 0.7874], [2.1141, -1.1639, 0.5105], [0.4411, -0.3204, 2.1832]],
  "homo_lumo_gap_ev": 11.0234,
  "spin_multiplicity": 1,
  "homo_ha": -0.390,
  "total_charge": 0,
  "smiles": "CC(=O)OCCNS(=O)(=O)F",
  "energy_ha": -1010.9731,
  "max_force_ev_per_a": 2.09
}



{
  "formula": "C4H8FNS",
  "method": "wB97M-V/def2-TZVPD",
  "symbols": ["C", "C", "C", "C", "N", "F", "S", "H", "H", "H", "H", "H", "H", "H", "H"],
  "positions_angstrom": [[1.0615, 1.7357, 1.1182], [0.9450, -0.8414, -0.1032], [-1.0807, 0.1648, 0.8077], [-0.9570, -0.8055, -1.5512], [-0.4052, -0.5027, -0.1868], [-1.1106, -0.3105, 2.0237], [1.7500, 0.9656, -0.2452], [0.8828, 2.7270, 0.9841], [1.3841, 1.3954, 2.1558], [1.3409, -1.1332, 0.8518], [1.3449, -1.3680, -0.8902], [-2.0156, 0.6929, 0.5055], [-0.3638, -0.3782, -2.2707], [-0.7954, -1.9308, -1.6965], [-1.9809, -0.4111, -1.5030]],
  "homo_lumo_gap_ev": [7.6328, 7.5789],
  "spin_multiplicity": 1,
  "homo_ha": [-0.257, -0.257],
  "total_charge": 0,
  "energy_ha": -709.8693,
  "max_force_ev_per_a": 4.58
}



{
  "formula": "C4H8FNS2",
  "method": "wB97M-V/def2-TZVPD",
  "symbols": ["C", "S", "N", "C", "S", "C", "C", "F", "H", "H", "H", "H", "H", "H", "H", "H"],
  "positions_angstrom": [[3.1103, 0.0241, 0.6646], [2.2917, -0.4061, -0.8836], [0.6770, -0.5876, -0.3620], [-0.1913, 0.3878, -0.0669], [0.1185, 1.9964, -0.0604], [-1.5813, -0.1319, 0.2839], [-2.6015, 0.2085, -0.7746], [-1.5484, -1.5251, 0.4115], [2.6972, 0.9788, 1.0317], [4.1518, 0.1639, 0.4200], [3.0259, -0.7779, 1.4323], [0.3452, -1.5465, -0.2115], [-1.8831, 0.2963, 1.2688], [-2.7030, 1.3046, -0.8938], [-2.3366, -0.2030, -1.7506], [-3.5723, -0.1822, -0.5095]],
  "homo_lumo_gap_ev": 9.0346,
  "spin_multiplicity": 1,
  "homo_ha": -0.315,
  "total_charge": 0,
  "smiles": "CSNC(=S)[C@@H](C)F",
  "energy_ha": -1108.1994,
  "max_force_ev_per_a": 1.00
}



{
  "formula": "C4H8GaO2",
  "method": "wB97M-V/def2-TZVPD",
  "symbols": ["C", "C", "C", "C", "O", "Ga", "H", "H", "H", "H", "H", "H", "H", "O", "H"],
  "positions_angstrom": [[1.1832, 1.2515, -0.7088], [-0.2516, 0.8365, -0.6917], [-0.8005, 0.3340, 0.5116], [-1.5010, -0.8705, 0.5172], [-2.0604, -1.3574, 1.5521], [-2.9160, -2.5000, 2.0112], [1.6081, 1.2384, -1.7196], [1.5694, 1.6311, 0.2425], [-0.5464, 0.2889, -1.5953], [0.2503, 2.2302, -0.8673], [-0.6532, 0.8649, 1.4552], [-1.5892, -1.4290, -0.4297], [1.2134, -0.9684, 0.3106], [1.7906, -0.7569, -0.4507], [2.7035, -0.7934, -0.1372]],
  "homo_lumo_gap_ev": [6.9094, 7.3649],
  "spin_multiplicity": 1,
  "homo_ha": [-0.893, -0.881],
  "total_charge": 3,
  "energy_ha": -2230.9103,
  "max_force_ev_per_a": 15.83
}



{
  "formula": "C4H8IN2",
  "method": "wB97M-V/def2-TZVPD",
  "symbols": ["C", "N", "C", "C", "N", "C", "I", "H", "H", "H", "H", "H", "H", "H", "H"],
  "positions_angstrom": [[0.5660, -0.1086, -1.5710], [0.4862, -0.2633, -0.3427], [1.1345, -1.2349, 0.4166], [-0.5437, 0.5870, 0.3280], [-0.2467, 1.9713, 0.4555], [-1.7598, 0.1817, 0.4579], [-2.7791, -1.7348, 0.3687], [1.1100, -0.7609, -2.1883], [0.0101, 0.6958, -2.0652], [0.7066, -1.4115, 1.4527], [1.1566, -2.2193, -0.0122], [2.2075, -0.9613, 0.7987], [0.0633, 2.2690, 1.4023], [0.4828, 2.0649, -0.2277], [-2.5943, 0.9250, 0.7267]],
  "homo_lumo_gap_ev": 7.9769,
  "spin_multiplicity": 1,
  "homo_ha": -0.482,
  "total_charge": 1,
  "smiles": "C=[N+](C)/C(N)=C\\I",
  "energy_ha": -564.0708,
  "max_force_ev_per_a": 5.72
}



{
  "formula": "C4H8IN2",
  "method": "wB97M-V/def2-TZVPD",
  "symbols": ["C", "C", "C", "C", "N", "N", "I", "H", "H", "H", "H", "H", "H", "H", "H"],
  "positions_angstrom": [[0.6248, 1.7498, -0.0443], [0.0319, -0.4319, 0.5168], [-1.1172, 0.2096, -0.2493], [0.4876, -1.7875, 0.0733], [1.0535, 0.6647, 0.5154], [-0.6721, 1.5640, -0.4340], [-3.0998, -0.3439, -0.0759], [1.0732, 2.7283, 0.1462], [-0.2657, -0.6520, 1.6672], [-0.2630, -0.3697, -2.3648], [-0.4667, -2.5032, -0.1558], [1.1295, -2.2614, 0.8024], [1.0025, -1.6545, -0.8803], [1.7542, 0.7510, 1.2136], [-1.2728, 2.3368, -0.7306]],
  "homo_lumo_gap_ev": [7.6086, 8.7961],
  "spin_multiplicity": 1,
  "homo_ha": [-0.444, -0.507],
  "total_charge": 1,
  "energy_ha": -564.0083,
  "max_force_ev_per_a": 3.49
}



{
  "formula": "C4H8IN2O",
  "method": "wB97M-V/def2-TZVPD",
  "symbols": ["C", "C", "C", "C", "N", "N", "O", "I", "H", "H", "H", "H", "H", "H", "H", "H"],
  "positions_angstrom": [[0.9527, -0.0080, 0.3094], [3.4918, -0.1682, -0.8955], [-2.5796, 0.2536, -0.8214], [-1.5535, 0.1432, 0.2343], [1.1108, -0.1870, 1.5893], [-0.0911, 0.1052, -0.3963], [3.3785, 0.1024, -1.9981], [4.7111, -0.3525, 0.6430], [-3.6714, 0.2842, -0.4639], [-2.5677, 1.1152, -1.4447], [-2.4447, -0.6395, -1.5281], [-1.6224, -0.9525, 0.9000], [-1.5854, 0.8865, 1.0151], [2.1018, -0.2966, 1.9149], [0.3906, -0.5086, 2.3479], [-0.0214, 0.2224, -1.4060]],
  "homo_lumo_gap_ev": [6.4628, 7.3799],
  "spin_multiplicity": 1,
  "homo_ha": [-0.446, -0.469],
  "total_charge": 1,
  "energy_ha": -639.2765,
  "max_force_ev_per_a": 4.34
}



{
  "formula": "C4H8LiO3Rb",
  "method": "wB97M-V/def2-TZVPD",
  "symbols": ["C", "C", "C", "C", "O", "O", "Rb", "Li", "H", "H", "H", "H", "H", "H", "O", "H", "H"],
  "positions_angstrom": [[1.4893, -0.2601, 0.8130], [0.0156, 0.2381, 1.0887], [-0.7740, 0.2307, -0.1702], [-0.4673, 1.2041, -1.2031], [-1.0045, 1.1815, -2.3187], [2.1928, -0.2629, 1.9649], [4.8040, 1.2154, 4.9732], [-1.9670, -0.2594, -3.1316], [1.9220, 0.4133, 0.0447], [1.3972, -1.2751, 0.3736], [0.0780, 1.2458, 1.5233], [-0.4241, -0.4436, 1.8286], [-1.8645, 0.1857, -0.0367], [0.3201, 1.9515, -0.9894], [-1.8404, -1.7056, -1.9908], [-2.5310, -2.3570, -1.8501], [-1.3461, -1.3026, -0.9195]],
  "homo_lumo_gap_ev": [5.6040, 5.5943],
  "spin_multiplicity": 2,
  "homo_ha": [-0.355, -0.354],
  "s2": 0.76,
  "total_charge": 1,
  "energy_ha": -414.2618,
  "max_force_ev_per_a": 2.93
}



{
  "formula": "C4H8MgO3Rh",
  "method": "wB97M-V/def2-TZVPD",
  "symbols": ["O", "Rh", "Mg", "O", "O", "C", "C", "C", "C", "H", "H", "H", "H", "H", "H", "H", "H"],
  "positions_angstrom": [[0.1112, -2.8448, -1.2584], [-1.3512, -2.0634, -2.1246], [0.1311, -1.4304, 0.1281], [-1.0427, -0.5192, -1.2630], [-0.2428, 0.5561, 1.0757], [1.1088, 0.6081, 1.6119], [-0.5441, 1.4286, -0.0047], [1.8257, -0.6113, 1.1382], [-1.5442, 0.7383, -0.9155], [1.0138, 0.6764, 2.7115], [1.5768, 1.5558, 1.2841], [0.3819, 1.6169, -0.5757], [-0.9356, 2.3889, 0.3665], [0.8946, -3.3918, -1.4984], [-2.5213, 0.6238, -0.4152], [-1.7054, 1.3780, -1.7993], [2.8434, -0.7099, 1.5388]],
  "homo_lumo_gap_ev": [9.7091, 6.4047],
  "spin_multiplicity": 6,
  "homo_ha": [-0.664, -0.680],
  "s2": 8.76,
  "total_charge": 2,
  "energy_ha": -692.7004,
  "max_force_ev_per_a": 7.04
}



{
  "formula": "C4H8MgO3Zn",
  "method": "wB97M-V/def2-TZVPD",
  "symbols": ["O", "Mg", "Zn", "O", "O", "C", "C", "C", "C", "H", "H", "H", "H", "H", "H", "H", "H"],
  "positions_angstrom": [[1.7088, 2.0902, -0.1854], [3.2149, 0.9885, 0.1790], [0.6558, 1.0547, 1.1846], [1.8879, -0.3564, 0.4611], [-0.7836, -0.2508, 0.5977], [-1.7946, 0.4448, -0.1613], [-0.1953, -1.4026, -0.0102], [-1.2850, 1.7986, -0.5039], [1.2469, -1.5909, 0.4287], [-2.7244, 0.4640, 0.4376], [-2.0279, -0.1452, -1.0636], [-0.1846, -1.2323, -1.1003], [-0.8263, -2.2797, 0.1946], [0.0531, 2.2127, -0.7961], [1.3535, -2.0360, 1.4325], [1.7270, -2.2968, -0.2695], [-2.0261, 2.5371, -0.8255]],
  "homo_lumo_gap_ev": [6.3992, 7.2383],
  "spin_multiplicity": 2,
  "homo_ha": [-0.433, -0.463],
  "s2": 0.76,
  "total_charge": 1,
  "energy_ha": -2361.9706,
  "max_force_ev_per_a": 3.90
}



{
  "formula": "C4H8N",
  "method": "wB97M-V/def2-TZVPD",
  "symbols": ["C", "C", "C", "C", "N", "H", "H", "H", "H", "H", "H", "H", "H"],
  "positions_angstrom": [[0.7366, -0.9028, -0.0440], [1.8564, 0.2192, -0.0221], [-0.4220, 0.0688, 0.0884], [-1.8569, 0.1088, -0.0251], [0.4736, 1.0059, -0.0270], [0.6889, -1.4733, 0.8754], [0.7662, -1.4983, -0.9413], [2.4394, 0.6117, -0.8471], [2.0784, 0.4298, 1.0006], [-2.1938, 1.1884, -0.1282], [-2.2751, -0.4042, 0.9841], [-2.2358, -0.3242, -0.8944], [0.4475, 1.9380, 0.1462]],
  "homo_lumo_gap_ev": 12.2862,
  "spin_multiplicity": 1,
  "homo_ha": -0.618,
  "total_charge": 1,
  "energy_ha": -211.6235,
  "max_force_ev_per_a": 5.98
}



{
  "formula": "C4H8N",
  "method": "wB97M-V/def2-TZVPD",
  "symbols": ["C", "C", "C", "N", "C", "H", "H", "H", "H", "H", "H", "H", "H"],
  "positions_angstrom": [[-0.8350, 1.6014, 1.5263], [-0.1750, 0.4645, 0.8132], [-0.0242, 0.4437, -0.4898], [0.5120, -0.5318, -1.3535], [0.8753, -1.8197, -0.6182], [-1.6912, 1.2618, 2.2454], [-1.3982, 2.2515, 0.7353], [-0.1598, 2.2035, 2.0746], [1.9080, -1.7834, -0.2941], [-0.3772, 1.2520, -1.0968], [0.1731, -0.7403, -2.3220], [1.0282, -2.6891, -1.3936], [0.1641, -1.9142, 0.1733]],
  "homo_lumo_gap_ev": 5.5904,
  "spin_multiplicity": 1,
  "homo_ha": -0.520,
  "total_charge": 1,
  "energy_ha": -211.4952,
  "max_force_ev_per_a": 7.06
}



{
  "formula": "C4H8N",
  "method": "wB97M-V/def2-TZVPD",
  "symbols": ["C", "C", "C", "C", "N", "H", "H", "H", "H", "H", "H", "H", "H"],
  "positions_angstrom": [[-0.5163, 1.6006, 0.2783], [0.4479, 0.7807, -0.0557], [2.3517, 0.0078, 0.0298], [-1.6855, -0.6480, 0.0819], [-0.8459, 0.3637, -0.5138], [-1.1115, 2.4866, 0.7211], [2.5157, -0.6819, 0.8002], [2.6413, 1.0101, 0.1779], [2.5293, -0.5057, -0.9124], [-2.1886, -1.4018, -0.5811], [-1.0717, -1.3926, 0.7120], [-2.4535, -0.1352, 0.7045], [-1.1348, 0.4141, -1.5077]],
  "homo_lumo_gap_ev": 11.8243,
  "spin_multiplicity": 1,
  "homo_ha": -0.577,
  "total_charge": 1,
  "energy_ha": -211.5137,
  "max_force_ev_per_a": 4.15
}



{
  "formula": "C4H8N2",
  "method": "wB97M-V/def2-TZVPD",
  "symbols": ["C", "C", "N", "C", "C", "N", "H", "H", "H", "H", "H", "H", "H", "H"],
  "positions_angstrom": [[-0.6650, -1.8678, 0.0246], [-0.7733, -0.4870, 0.6610], [-0.5450, 0.5702, -0.2800], [1.6687, 1.5853, -0.4746], [0.3382, 1.5827, -0.0298], [0.4817, 2.6464, 0.6002], [0.3461, -2.0607, -0.3513], [-1.3587, -1.9589, -0.8188], [-0.9204, -2.6429, 0.7539], [-1.7589, -0.3358, 1.1039], [-0.0346, -0.3866, 1.4682], [-1.0277, 0.6198, -1.1535], [1.8907, 1.8495, -1.5078], [2.3581, 0.8857, 0.0042]],
  "homo_lumo_gap_ev": 9.3295,
  "spin_multiplicity": 1,
  "homo_ha": -0.316,
  "total_charge": 0,
  "energy_ha": -266.5888,
  "max_force_ev_per_a": 2.12
}



{
  "formula": "C4H8N2",
  "method": "wB97M-V/def2-TZVPD",
  "symbols": ["C", "C", "C", "N", "C", "N", "H", "H", "H", "H", "H", "H", "H", "H"],
  "positions_angstrom": [[1.2296, 0.4906, 1.2741], [-0.2045, 0.4614, 0.7220], [-0.4261, -0.5604, -0.4017], [-1.7833, -0.4657, -0.9190], [0.6032, -0.4241, -1.4673], [1.3573, -0.3230, -2.3401], [1.8159, -0.3736, 0.9410], [1.2311, 0.4768, 2.3674], [1.7657, 1.3860, 0.9480], [-0.9259, 0.2066, 1.5035], [-0.4919, 1.4527, 0.3503], [-0.3045, -1.5663, 0.0191], [-1.9177, 0.4282, -1.3845], [-1.9489, -1.1892, -1.6128]],
  "homo_lumo_gap_ev": 11.2764,
  "spin_multiplicity": 1,
  "homo_ha": -0.381,
  "total_charge": 0,
  "smiles": "CC[C@@H](N)C#N",
  "energy_ha": -266.7110,
  "max_force_ev_per_a": 1.13
}



{
  "formula": "C4H8N2",
  "method": "wB97M-V/def2-TZVPD",
  "symbols": ["C", "C", "C", "H", "H", "H", "H", "N", "C", "N", "H", "H", "H", "H"],
  "positions_angstrom": [[-1.2018, -1.1604, -0.1919], [-0.7687, 1.9239, -0.0670], [-1.5517, 2.7690, -0.4054], [-1.4895, -1.0241, -1.2350], [-1.6341, -0.3994, 0.4510], [-1.5223, -2.1422, 0.1783], [-2.2611, 3.5155, -0.6341], [2.3550, -0.3889, 0.5601], [1.0297, -0.2337, 0.5119], [0.3406, -1.2002, -0.0497], [2.8390, -1.1857, 0.1456], [2.9257, 0.3028, 1.0128], [0.8045, -1.9915, -0.5065], [0.1348, 1.2149, 0.2299]],
  "homo_lumo_gap_ev": 9.4594,
  "spin_multiplicity": 1,
  "homo_ha": -0.311,
  "total_charge": 0,
  "energy_ha": -266.5783,
  "max_force_ev_per_a": 2.32
}



{
  "formula": "C4H8N2",
  "method": "wB97M-V/def2-TZVPD",
  "symbols": ["C", "C", "C", "N", "C", "N", "H", "H", "H", "H", "H", "H", "H", "H"],
  "positions_angstrom": [[-1.8217, 0.2097, 0.1107], [-0.5985, -0.6314, -0.2534], [0.7238, -0.0249, 0.2399], [1.8508, -0.9194, -0.0265], [0.9279, 1.3975, -0.1926], [1.1135, 2.5272, -0.3762], [-1.7812, 1.2009, -0.3563], [-1.8959, 0.3555, 1.1961], [-2.7380, -0.2856, -0.2261], [-0.6600, -1.6316, 0.1977], [-0.5349, -0.7693, -1.3394], [0.6431, 0.1127, 1.3174], [2.2001, -0.7460, -0.9637], [2.6026, -0.7209, 0.6265]],
  "homo_lumo_gap_ev": 11.2387,
  "spin_multiplicity": 1,
  "homo_ha": -0.382,
  "total_charge": 0,
  "smiles": "CC[C@@H](N)C#N",
  "energy_ha": -266.7115,
  "max_force_ev_per_a": 1.33
}